30
Properties=species:S:1:pos:R:3:forces:R:3:mulliken_charge:R:1 method="wB97M-V/def2-TZVPD" homo_energy_ha=-0.1671 e_lumo_ev=2.6090 charge=-1 multiplicity=1 orbital_gap_ev=7.156 e_tot_ha=-1115.12277
C -4.7049 1.4265 0.9362 1.3277 -0.3850 -0.0759 -0.7627
O -4.0415 0.2454 1.4725 -0.5227 0.9157 -0.3181 -0.4700
C -2.6947 0.1439 1.2735 1.1387 0.0087 -0.6650 0.9680
C -2.0681 -1.0397 1.7351 -0.0344 0.5831 -0.3029 -0.6339
C -0.7151 -1.2690 1.4817 0.2757 0.8033 -0.3677 -0.3739
C 0.0718 -0.3089 0.7961 -0.2497 0.4053 -0.5707 0.6466
C 1.5278 -0.4580 0.4010 0.6081 -1.5446 0.8706 -0.5012
C 2.4630 0.4201 1.0767 -1.0748 -0.5095 -0.6580 0.2480
C 3.8312 0.1399 0.9871 3.0291 -0.8924 -0.3956 -0.0654
N 4.9688 -0.1491 0.8762 -2.4093 0.6593 0.3392 -0.6770
C 2.0921 1.6600 1.6393 -0.5041 2.3311 0.5837 0.2839
N 1.8321 2.7310 2.0587 0.4355 -2.2512 -0.6927 -0.6999
C -0.5418 0.8876 0.4219 -0.5479 -0.1131 -0.0739 -0.5439
C -1.9123 1.1094 0.5886 -0.6233 -0.3710 0.4772 -0.6376
H -5.7439 1.3378 1.2106 -0.2126 -0.0746 0.0895 0.2388
H -4.2663 2.3514 1.3719 -0.2942 -0.5495 -0.2282 0.3047
H -4.5995 1.4603 -0.1721 -0.0845 -0.0362 0.6838 0.3121
H -2.6797 -1.7777 2.2545 0.1992 0.1825 -0.0926 0.3709
H -0.2438 -2.1668 1.8590 -0.0370 -0.1267 -0.1278 0.4178
H 1.8569 -1.4769 0.2076 -0.0866 0.0160 1.4211 0.5736
H 0.0507 1.6773 -0.0393 -0.1555 -0.2516 -0.0262 0.2796
H -2.3820 2.0138 0.1680 0.4255 -0.5258 0.4002 0.2638
H 1.3814 0.5396 -1.4314 -0.5455 0.2808 -0.5787 0.2387
N 1.7910 -0.3783 -1.4159 0.6288 1.6207 -0.5565 -0.3304
C 1.5703 -0.9535 -2.6331 -0.1624 -0.3164 -0.2383 0.1165
C 2.8601 -1.6318 -3.3161 -0.4762 -0.1694 0.9319 0.8065
F 3.6288 -0.7661 -4.0457 -0.7754 -0.7372 0.7338 -0.2717
F 3.6206 -2.1502 -2.3167 -0.0636 0.0845 -0.9976 -0.2463
F 2.4975 -2.6480 -4.1524 0.4654 0.7856 0.6027 -0.2639
O 0.5496 -0.9698 -3.2933 0.3259 0.1777 -0.1673 -0.5917

59
Properties=species:S:1:pos:R:3:forces:R:3:mulliken_charge:R:1 method="wB97M-V/def2-TZVPD" homo_energy_ha=-0.4455 relative_energy_kj_mol=0.0 e_lumo_ev=-4.4272 charge=+1 multiplicity=1 orbital_gap_ev=7.695 e_tot_ha=-3994.15913
Co -0.5312 -0.7343 -0.4845 0.0340 0.1105 0.0046 -1.6703
C -1.0001 -3.6734 0.5247 0.0023 -0.0139 -0.0118 -1.3645
C -2.0487 -2.7248 1.0094 -0.0144 0.0134 0.0143 1.1944
C -3.1157 -3.1108 1.8147 -0.0111 0.0003 -0.0008 -1.0295
C -4.0438 -2.1717 2.2202 0.0051 -0.0067 -0.0055 -0.7855
C -3.9075 -0.8487 1.8185 -0.0056 0.0032 0.0047 -0.7414
C -2.8350 -0.5231 1.0209 0.0082 0.0309 -0.0169 0.4918
N -1.9343 -1.4494 0.6370 -0.0012 -0.0715 0.0199 1.1475
C -2.5429 0.8163 0.4779 -0.0003 -0.0342 0.0001 0.0920
C -3.2276 1.9965 0.6866 -0.0044 0.0032 -0.0009 -0.5618
C -2.7640 3.1459 0.0585 -0.0059 0.0037 0.0053 -1.3545
C -1.6383 3.1118 -0.7499 0.0042 0.0023 -0.0028 -0.6649
C -0.9837 1.9061 -0.9111 0.0099 -0.0097 0.0059 0.2059
N -1.4670 0.8171 -0.3116 -0.0020 0.0091 -0.0425 1.4265
C 0.2589 1.6355 -1.6515 -0.0102 0.0194 -0.0019 0.8471
C 0.9974 2.5685 -2.3381 0.0064 -0.0032 -0.0088 -0.6256
C 2.1682 2.1467 -2.9550 -0.0059 -0.0108 0.0018 -0.9433
C 2.5477 0.8213 -2.8726 -0.0021 0.0023 0.0028 -1.0110
C 1.7620 -0.0805 -2.1619 0.0044 0.0033 -0.0053 0.9842
C 2.0983 -1.5312 -2.0211 0.0050 0.0006 -0.0052 -1.4311
N 0.6481 0.3468 -1.5665 -0.0028 -0.0021 0.0105 1.3335
H -1.1840 -4.6802 0.8901 0.0041 0.0002 0.0070 0.4958
H -0.0160 -3.3536 0.8754 -0.0010 0.0036 -0.0034 0.1224
H -0.9957 -3.6972 -0.5671 -0.0014 0.0062 0.0032 0.2293
H -3.2054 -4.1459 2.1115 0.0000 -0.0006 0.0003 0.5273
H -4.8766 -2.4648 2.8448 -0.0002 0.0003 -0.0001 0.4599
H -4.6245 -0.0975 2.1151 0.0011 0.0017 -0.0007 0.5051
H -4.0998 2.0235 1.3225 0.0010 0.0042 0.0011 0.5414
H -3.2837 4.0822 0.2092 -0.0017 -0.0024 0.0010 0.4665
H -1.2662 4.0078 -1.2233 0.0019 -0.0016 -0.0018 0.5560
H 0.6867 3.6016 -2.3778 -0.0021 -0.0016 0.0050 0.5287
H 2.7808 2.8559 -3.4943 0.0015 -0.0006 0.0017 0.4837
H 3.4526 0.4705 -3.3478 -0.0007 0.0015 -0.0012 0.5393
H 3.0251 -1.7697 -2.5362 0.0015 0.0041 0.0006 0.5311
H 1.2983 -2.1407 -2.4466 -0.0002 -0.0007 0.0057 0.1991
H 2.2164 -1.7910 -0.9660 -0.0024 -0.0024 -0.0008 0.1643
O 2.4659 3.3595 0.5828 -0.0061 -0.0098 0.0116 -0.6227
S 1.9611 2.6833 1.7449 0.0065 0.0241 -0.0239 1.0865
O 1.4525 3.4481 2.8382 0.0008 -0.0009 0.0049 -0.6777
N 0.8216 1.5929 1.2375 -0.0028 -0.0085 -0.0061 -0.1789
C 1.2518 0.3838 1.3761 0.0153 0.0087 0.0395 0.7317
O 0.6026 -0.6619 0.9663 0.0009 -0.0384 -0.0186 -0.2786
C 2.5788 0.2186 2.0270 -0.0064 0.0168 -0.0017 0.1656
C 3.2663 -0.9384 2.3432 0.0022 -0.0006 -0.0036 -0.4818
C 4.5111 -0.8075 2.9482 0.0036 -0.0038 -0.0007 -0.7207
C 5.0458 0.4480 3.2203 0.0048 0.0000 0.0013 -0.5159
C 4.3540 1.6115 2.8964 -0.0045 0.0052 -0.0026 -0.6139
C 3.1216 1.4619 2.3001 0.0027 -0.0188 0.0145 -0.0045
H 2.8424 -1.9118 2.1347 -0.0008 -0.0017 0.0026 0.5288
H 5.0729 -1.6924 3.2147 -0.0003 0.0003 0.0011 0.4125
H 6.0156 0.5210 3.6938 -0.0001 -0.0003 0.0000 0.4116
H 4.7656 2.5890 3.1069 0.0010 0.0001 0.0005 0.4715
F -3.9603 -0.6996 -4.3242 0.0011 -0.0038 -0.0020 -0.3426
Te -2.6012 -1.1171 -3.1605 0.0434 -0.0083 0.0192 1.8862
F -3.7428 -0.5614 -1.7914 0.0114 0.0068 -0.0027 -0.4227
F -3.3058 -2.8187 -3.0452 0.0106 0.0107 -0.0047 -0.3786
F -1.5843 -1.6050 -4.6189 -0.0210 0.0080 0.0104 -0.3746
F -2.0361 0.6508 -3.3426 -0.0129 -0.0105 -0.0010 -0.4465
O -1.2480 -1.5198 -2.0021 -0.0644 -0.0372 -0.0230 -0.5242